101
Properties=species:S:1:pos:R:3:forces:R:3 method="wB97M-V/def2-TZVPD" smiles="C[C@@H](I)CBB(O)O.CN(C)C=O.CN(C)C=O.CN(C)C=O.CN(C)C=O.CN(C)C=O.CN(C)C=O.CN(C)C=O" gap_ev=9.02 fmax_ha_per_bohr=0.010 e_lumo_ev=0.38 energy_ev=-64142.4227
I 0.40236 -2.59855 -0.45727 -0.0426 -0.1916 -0.2522
O -3.94798 -3.39733 4.13487 -0.0324 0.0167 -0.0359
O 2.00615 0.41887 -0.70867 0.0023 0.2374 0.2535
O 1.09804 1.55685 1.91424 -0.2340 -0.0694 -0.4323
O 0.59179 -7.33715 -3.20193 0.1510 0.0746 -0.0115
O 5.40948 2.87885 -0.73311 0.2807 0.0005 -0.1024
O 3.66393 7.42204 -1.05363 -0.0137 -0.0147 0.0882
O -1.22596 1.28802 1.93937 -0.2177 0.1709 0.1874
O -6.45607 0.56159 1.50283 0.0705 0.0427 0.0468
O -3.57172 -5.54886 -3.32843 0.0510 0.0363 0.0002
N -1.54737 -4.90019 -4.12793 0.0885 0.0579 -0.0765
N -5.83097 -2.81193 3.00736 -0.0725 -0.0235 -0.0218
N 5.71047 8.09687 -1.74584 0.1076 0.0055 -0.0238
N 0.78461 -7.23763 -0.95190 0.0122 -0.0075 0.1146
N 4.61865 4.34460 0.78388 -0.0500 0.0325 0.1400
N 2.17695 1.87007 -2.43244 -0.0334 0.0142 -0.0830
N -5.53587 2.24792 2.70715 0.0110 0.0724 0.0908
C 5.60400 3.75204 0.09956 -0.2138 -0.0290 0.0062
C -1.45158 -6.03848 -5.02727 -0.1562 -0.0024 -0.0245
C 1.22483 -7.03798 -2.20471 -0.0586 -0.0055 -0.0701
C -7.15795 -2.22289 3.03835 0.0812 -0.0779 -0.1261
C 4.54054 8.26463 -1.10203 -0.0479 -0.0357 0.0093
C -6.84256 2.77365 3.06548 0.0231 -0.0321 -0.0432
C -5.07961 -2.94165 4.11088 0.0861 0.0148 0.0799
C -4.34292 2.92034 3.18165 -0.0762 -0.0356 -0.0013
C 4.86412 5.39335 1.75164 -0.0784 0.0647 -0.1346
C 2.97175 2.83917 -3.16228 -0.0417 -0.0429 -0.0157
C 0.82805 1.56070 -2.87560 0.0075 0.0036 0.0361
C -1.50570 -2.50832 1.85472 -0.1376 -0.3867 -0.1406
C -0.46352 -3.94336 -4.08700 -0.0168 -0.1172 -0.0531
C 3.24922 3.92320 0.51258 0.1416 0.1299 -0.0216
C -0.03739 -2.82101 1.62571 0.0523 0.0458 0.3482
C -5.48041 1.14954 1.93578 0.0000 -0.0596 -0.1151
C -0.53423 -7.82423 -0.77395 0.0161 0.0366 -0.0326
C 2.65380 1.24594 -1.34724 0.0483 -0.1364 -0.0222
C -5.29235 -3.26797 1.73705 0.0164 0.0302 0.0442
C 0.94437 -1.96827 2.46083 0.1820 0.1012 0.1128
C 5.94398 6.83320 -2.42630 -0.0282 0.0268 0.0302
C 6.72924 9.12523 -1.78067 -0.0331 -0.0888 -0.0302
C -2.63370 -4.77140 -3.34785 -0.0860 -0.0443 0.1154
C 1.57000 -6.88400 0.21123 -0.1783 -0.0298 -0.0427
B 0.00920 0.76164 2.21788 0.3099 0.0566 0.1612
B 0.20326 -0.71249 3.04347 -0.2359 0.0946 -0.0324
H -6.71018 3.65760 3.68414 0.0101 0.0079 0.0069
H 3.01154 4.09654 -0.53739 -0.0498 0.0272 0.0220
H 1.58801 1.17186 1.16813 0.2557 -0.1303 0.0126
H -0.50640 -5.98404 -5.55956 0.0290 -0.0203 0.0102
H -5.06265 -4.33311 1.77722 0.0043 -0.0055 -0.0065
H 3.12866 2.86493 0.72907 -0.0120 0.0097 0.0849
H -4.31006 3.94979 2.82123 0.0246 0.0034 -0.0054
H -2.12172 -3.15934 1.23376 -0.0382 0.0325 0.0072
H -0.31334 -3.48778 -5.06895 0.0159 0.0161 0.0098
H 3.67411 1.54212 -1.07660 0.0055 -0.0232 -0.0551
H 3.11668 2.51755 -4.19595 0.0047 0.0087 -0.0033
H -0.73989 -7.91396 0.28996 0.0035 0.0038 0.0138
H 6.92623 6.85735 -2.89148 0.0126 0.0036 -0.0013
H 0.60214 2.15154 -3.75995 0.0090 0.0124 -0.0087
H -1.74910 -1.48147 1.57387 0.0205 0.0601 0.0755
H 1.77875 -1.64604 1.83757 0.0756 -0.0804 0.0181
H -7.90788 -2.94608 2.71024 -0.0084 -0.0106 0.0343
H -2.27736 -6.03336 -5.74096 -0.0001 0.0430 0.0076
H -7.39063 -1.91637 4.05673 -0.0111 0.0160 0.0063
H -7.41740 2.02929 3.61664 -0.0118 0.0014 0.0071
H -1.48210 -6.96783 -4.46565 0.0205 -0.0327 -0.0043
H 1.35578 -2.58245 3.26513 -0.0443 -0.1044 -0.0199
H 2.47906 3.81450 -3.16697 0.0094 0.0095 -0.0039
H 6.61074 4.12416 0.35221 -0.0076 -0.0252 -0.0103
H -7.40711 3.03813 2.17149 -0.0125 0.0056 -0.0009
H 5.89755 6.00177 -1.72201 -0.0016 -0.0088 -0.0142
H 0.12850 -3.87194 1.84770 0.0497 -0.0347 -0.2018
H -0.27827 -0.80268 4.14177 0.0975 0.0077 0.0149
H -6.02501 -3.08280 0.95644 -0.0071 0.0094 -0.0082
H 3.94272 2.93829 -2.68131 0.0096 -0.0004 0.0128
H -7.18424 -1.35378 2.38246 -0.1058 0.0207 0.0592
H -1.90289 0.75665 2.36687 -0.1450 -0.0816 -0.0875
H 0.46313 -4.43408 -3.78188 0.0245 0.0345 -0.0011
H 2.22266 -6.56881 -2.24840 -0.0088 -0.0224 -0.0041
H -4.31186 2.93072 4.27276 0.0136 0.0014 0.0081
H -4.44879 0.82306 1.71821 -0.0121 0.0020 -0.0123
H -1.29802 -7.19978 -1.23901 -0.0100 -0.0021 -0.0008
H -2.59388 -3.87508 -2.70311 -0.0064 -0.0117 -0.0111
H -0.69894 -3.16013 -3.36916 -0.0065 0.0166 0.0065
H -0.57995 -8.81000 -1.23695 -0.0093 -0.0076 0.0029
H 0.73656 0.50077 -3.11497 -0.0064 -0.0039 -0.0016
H 4.35825 6.30876 1.43875 0.0101 0.0197 0.0392
H 2.51856 -6.45462 -0.10369 0.0129 0.0124 -0.0082
H 0.10440 1.78882 -2.09237 -0.0058 -0.0037 0.0033
H 6.38529 9.99448 -1.22384 -0.0052 0.0135 0.0082
H 5.93410 5.58655 1.80913 0.0199 -0.0026 0.0198
H -5.58993 -2.58482 5.02240 0.0182 -0.0014 -0.0083
H 6.93719 9.43104 -2.80771 0.0083 0.0216 0.0025
H 5.18541 6.66388 -3.19045 -0.0002 -0.0099 -0.0096
H -4.37303 -2.73415 1.49763 -0.0148 0.0124 -0.0220
H 1.76494 -7.76816 0.82168 0.0468 0.0275 0.0305
H 4.50528 5.10807 2.74186 0.0055 -0.0275 -0.0049
H 1.03842 -6.14768 0.81792 0.0497 0.0251 0.0264
H -3.46040 2.40178 2.81286 0.0155 0.0557 -0.0205
H 7.65710 8.76820 -1.32949 0.0101 0.0191 0.0053
H 4.44960 9.24923 -0.61204 -0.0093 -0.0132 -0.0177
H 2.56610 4.49365 1.13428 0.0039 0.0160 0.0240
H -1.78743 -2.71537 2.88927 -0.0009 0.1521 0.0539